Formula: H2O4S
Source: the OMol25 dataset
Level of theory: ωB97M-V/def2-TZVPD

Results
Max |F|   0.0941 Eh/bohr
Total energy   -700.21846 Eh
Frontier orbital gap   9.176 eV

Each line ends with the Mulliken charge.
CARTESIAN COORDINATES (ANGSTROEM)
O (-1.107, -0.829, 0.349)  -0.3831
H (-0.845, 1.053, -0.158)  0.4316
O (0.853, 1.349, -0.073)  -0.5033
H (-1.318, -1.654, -0.015)  0.3126
O (2.439, -0.531, -0.319)  -0.3672
S (1.562, 0.231, 0.523)  0.8113
O (-1.584, 0.381, -0.306)  -0.3018

=====

Formula: H2O5P2
Source: the OMol25 dataset
Level of theory: ωB97M-V/def2-TZVPD

Results
Max |F|   0.0559 Eh/bohr
Total energy   -1060.18765 Eh
Frontier orbital gap   5.953 eV
Net charge   -2

Each line ends with the Mulliken charge.
CARTESIAN COORDINATES (ANGSTROEM)
O (0.210, 1.681, -1.021)  -0.5880
P (0.470, 1.136, 0.326)  0.1931
H (-1.557, -0.065, -0.913)  0.3627
O (0.591, -1.532, -1.102)  -0.5404
O (-2.065, -0.269, -0.117)  -0.6888
P (1.357, -0.927, 0.027)  0.1427
H (-1.299, -0.487, 0.359)  0.3213
O (1.147, -1.689, 1.297)  -0.5979
O (1.146, 2.152, 1.143)  -0.6047

=====

Formula: H2ORb
Source: the OMol25 dataset
Level of theory: ωB97M-V/def2-TZVPD

Results
Max |F|   0.0094 Eh/bohr
Total energy   -100.32634 Eh
Frontier orbital gap   12.127 eV
Net charge   +1

Each line ends with the Mulliken charge.
CARTESIAN COORDINATES (ANGSTROEM)
O (0.094, -0.419, -0.269)  -0.6114
Rb (-1.331, 1.716, 1.140)  0.9811
H (0.983, -0.129, -0.005)  0.3319
H (0.255, -1.167, -0.866)  0.2984

=====

Formula: H2OS3
Source: the OMol25 dataset
Level of theory: ωB97M-V/def2-TZVPD

Results
SMILES string   OSSS
Max |F|   0.0976 Eh/bohr
Total energy   -1270.96613 Eh
Frontier orbital gap   9.375 eV

Each line ends with the Mulliken charge.
CARTESIAN COORDINATES (ANGSTROEM)
S (-0.886, 1.125, -0.553)  0.1023
O (0.403, 1.703, 0.272)  -0.3977
S (-0.281, -2.081, -0.403)  -0.1303
S (-1.248, -0.656, 0.673)  -0.0678
H (0.855, -1.543, 0.137)  0.1722
H (1.157, 1.453, -0.126)  0.3213

=====

Formula: H2S3
Source: the OMol25 dataset
Level of theory: ωB97M-V/def2-TZVPD

Results
Max |F|   0.0304 Eh/bohr
Total energy   -1195.68548 Eh
Frontier orbital gap (alpha / beta)   7.257 / 7.493 eV

Each line ends with the Mulliken charge.
CARTESIAN COORDINATES (ANGSTROEM)
S (-1.168, 0.721, 0.791)  -0.0706
S (-2.276, -0.475, -0.339)  -0.0540
H (-2.133, 0.045, -1.619)  0.1884
H (1.496, 0.692, -0.726)  0.1585
S (1.743, 0.124, 0.507)  -0.2223

=====

Formula: H2S4
Source: the OMol25 dataset
Level of theory: ωB97M-V/def2-TZVPD

Results
Max |F|   0.0398 Eh/bohr
Expectation value of S²   2.008
Total energy   -1593.86026 Eh
Frontier orbital gap (alpha / beta)   7.908 / 6.455 eV
2S+1   3

Each line ends with the Mulliken charge.
CARTESIAN COORDINATES (ANGSTROEM)
S (-1.763, 0.851, 0.901)  -0.0981
H (-1.502, -1.319, -0.497)  0.2110
S (1.395, -0.132, -0.706)  -0.1104
S (-0.915, -0.863, 0.593)  -0.1177
H (1.706, -0.306, 0.615)  0.2203
S (1.078, 1.769, -0.906)  -0.1051

=====

Formula: H2Se
Source: the OMol25 dataset
Level of theory: ωB97M-V/def2-TZVPD

Results
Max |F|   0.0661 Eh/bohr
Total energy   -2402.42960 Eh
Frontier orbital gap (alpha / beta)   5.894 / 5.895 eV

Each line ends with the Mulliken charge.
CARTESIAN COORDINATES (ANGSTROEM)
Se (1.233, 0.114, 0.000)  -0.1771
H (-1.601, 1.108, 0.018)  0.0248
H (0.367, -1.222, -0.018)  0.1523